The following is a DFT calculation (wB97M-V/def2-TZVPD) of 2 unconnected molecules or ions with the total composition C4H12N4 at a distorted geometry.

The maximum force comes out at 0.0775 hartree/bohr. Its SMILES is CC(C)(C)NN.N#N.

```
20
Properties=species:S:1:pos:R:3:lowdin_charge:R:1
C -0.624 -0.121 0.081 -0.64
C -0.562 1.326 0.597 -0.05
C -1.958 -0.760 0.474 -0.05
C -0.455 -0.147 -1.438 -0.05
N 0.424 -0.956 0.673 -0.10
N 1.732 -0.549 0.401 -0.09
N 2.974 0.301 -1.383 0.02
N 3.385 1.165 -0.803 0.02
H 0.237 -1.132 1.661 0.11
H 2.354 -1.343 0.525 0.07
H 2.238 0.401 0.757 0.10
H -1.382 1.909 0.184 0.08
H -0.642 1.350 1.684 0.08
H 0.378 1.790 0.305 0.06
H -1.974 -1.805 0.173 0.08
H -2.116 -0.707 1.550 0.08
H -2.779 -0.242 -0.017 0.08
H -1.226 0.455 -1.914 0.08
H -0.528 -1.170 -1.799 0.08
H 0.526 0.234 -1.712 0.04
```

=====

The following is a DFT calculation (wB97M-V/def2-TZVPD) of a molecular structure, C4H2NO2 at a distorted geometry.

The maximum force comes out at 0.0798 hartree/bohr. Its spin multiplicity is 3. The total charge is -1. The expectation value of S² is 2.01.

```
9
Properties=species:S:1:pos:R:3:lowdin_spin:R:1
C 0.110 0.403 0.748 0.41
C -0.076 -0.133 -1.130 0.41
C -0.759 0.930 -0.176 0.63
C -3.586 -0.075 0.271 0.02
N 0.655 -0.682 -0.239 0.44
O -4.130 0.480 -0.609 0.01
O -3.354 -0.860 1.105 0.01
H 0.285 0.376 1.750 0.03
H 0.103 -0.281 -2.210 0.03
```

=====

In kcal per mole, the ΔE to the lowest compared entry with this formula, charge and spin values for the records above are, in order, 22.74; 34.48.